(1)
Here is an isolated ion of composition C3H6N3O3 and charge +1 from the OMol25 dataset. Energies are from ωB97M-V/def2-TZVPD.

Geometry (Å):
C  1.55072  0.66892  0.22963
C  -0.37560  -0.08829  -1.07855
C  1.16156  -0.07005  1.44599
N  0.90078  0.38383  -0.94687
N  -1.14573  -0.09515  -0.03970
N  -2.37058  -0.61292  -0.03431
O  2.45904  1.46980  0.32095
O  -0.68206  -0.43591  -2.32649
O  1.54945  0.38071  2.56743
H  0.65656  -1.02996  1.43830
H  1.34862  0.69973  -1.80717
H  -2.61399  -1.42380  -0.59334
H  -1.62514  -0.61162  -2.46852
H  -2.86783  -0.46481  0.83172
H  2.05419  1.22951  2.46093

Cartesian forces (eV/Å) of the 3 atoms listed first:
C 0.04 0.65 -1.30
C -2.14 -0.33 1.06
C -0.37 -0.21 0.77

For the energy relative to the best compared isomer or geometry (same formula, charge and spin), the calculation gives 0.0 kcal per mole. Its net charge is +1. For the frontier orbital gap (alpha / beta), the calculation gives 6.0 / 6.0 eV. For the total energy, the calculation gives -507.5785 Ha. The calculation puts the lowest unoccupied orbital energy (alpha / beta) at -6.60 / -6.60 eV.

---

(2)
Here is the molecule C3H6N4 from the OMol25 dataset. Energies are from ωB97M-V/def2-TZVPD.

Geometry (Å):
H  3.52408  -1.08262  -0.10586
N  2.96018  -0.07653  0.01578
C  1.64362  -0.00635  0.15067
N  1.18707  1.32354  0.00213
C  -0.17758  1.23766  -0.02543
N  -0.61426  0.05911  -0.45551
C  -1.93888  -0.26086  0.18527
N  0.42393  -0.74641  -0.03877
H  -0.83627  2.04566  -0.21442
H  -2.47368  0.62347  -0.22476
H  -1.93162  -0.13368  1.24375
H  -2.62187  -1.19075  -0.11887
H  0.85531  -1.79226  -0.41397

Cartesian forces (eV/Å) of the 3 atoms listed first:
H -2.68 3.00 0.59
N -0.44 -4.04 0.50
C 0.78 2.25 -3.08

For the energy relative to the best compared isomer or geometry (same formula, charge and spin), the calculation gives 109.3 kcal per mole. Its net charge is 0. For the frontier orbital gap, the calculation gives 8.8 eV. For the total energy, the calculation gives -336.7751 Ha. The SMILES is [H]/N=c1/ncn(C)[nH]1. The calculation puts the lowest unoccupied orbital energy at 0.43 eV.

---

(3)
Here is the molecule C3H6N4 from the OMol25 dataset. Energies are from ωB97M-V/def2-TZVPD.

Geometry (Å):
H  2.29725  1.11705  0.96317
N  1.99123  0.35044  0.37189
C  0.79253  0.27779  0.05207
C  -0.46080  1.14784  0.69488
N  -1.30479  0.13583  1.25518
N  -1.39035  -0.99084  0.75146
N  -0.98139  -1.23052  -0.51467
C  0.25933  -0.64412  -1.00349
H  -0.12879  1.81273  1.49255
H  -0.97501  1.68187  -0.10926
H  -1.18886  -2.16734  -0.82226
H  1.01109  -1.41246  -1.20386
H  0.07857  -0.07828  -1.92766

Cartesian forces (eV/Å) of the 3 atoms listed first:
H -0.58 -0.06 0.34
N 1.34 -0.41 -0.59
C -2.49 2.52 0.60

For the energy relative to the best compared isomer or geometry (same formula, charge and spin), the calculation gives 68.5 kcal per mole. Its net charge is 0. For the frontier orbital gap, the calculation gives 9.7 eV. For the total energy, the calculation gives -336.8401 Ha. The SMILES is [H]/N=C1\CN=NNC1. The calculation puts the lowest unoccupied orbital energy at 0.84 eV.

---

(4)
Here is the molecule C3H6N4 from the OMol25 dataset. Energies are from ωB97M-V/def2-TZVPD.

Geometry (Å):
H  0.72763  1.92846  0.82787
N  1.08279  1.13081  1.35190
C  0.40899  0.08809  0.91911
N  0.14295  -1.14545  1.49656
N  -0.15811  -2.12065  0.53594
C  -0.52551  -1.32646  -0.45489
N  -0.30617  -0.05041  -0.25059
C  -0.23338  1.02021  -1.10769
H  0.52201  -1.58318  2.39102
H  -0.89415  -1.81611  -1.41171
H  -1.21422  1.81383  -0.94872
H  -0.32666  0.58160  -2.23791
H  0.77383  1.47926  -1.11089

Cartesian forces (eV/Å) of the 3 atoms listed first:
H 0.47 0.11 0.10
N -1.61 -1.87 -0.30
C 0.34 0.71 2.54

For the energy relative to the best compared isomer or geometry (same formula, charge and spin), the calculation gives 54.8 kcal per mole. Its net charge is 0. For the frontier orbital gap, the calculation gives 9.0 eV. For the total energy, the calculation gives -336.8619 Ha. The SMILES is [H]/N=c1/[nH]ncn1C. The calculation puts the lowest unoccupied orbital energy at 0.75 eV.

---

(5)
Here is a 2-piece molecular cluster, C3H6N4 overall from the OMol25 dataset. Energies are from ωB97M-V/def2-TZVPD.

Geometry (Å):
C  1.66749  1.57241  -0.27854
C  2.56582  0.75030  -0.95926
C  0.72298  -0.35073  -0.23305
N  0.54576  0.89194  0.09106
N  1.92064  -0.52619  -0.88398
N  -2.27755  0.36883  0.44958
N  -2.89296  -0.28590  1.25309
H  1.70754  2.61208  -0.31942
H  3.49551  0.94565  -1.52308
H  2.39054  -1.37537  -1.19533
H  -2.75990  0.71468  -0.47819
H  -1.38340  0.69650  0.49482
H  -0.02349  -1.08333  -0.03351

Cartesian forces (eV/Å) of the 3 atoms listed first:
C 1.10 -1.56 -2.03
C -1.87 -0.87 0.98
C 1.29 0.06 -0.66

For the energy relative to the best compared isomer or geometry (same formula, charge and spin), the calculation gives 74.7 kcal per mole. Its net charge is 0. For the frontier orbital gap, the calculation gives 8.2 eV. For the total energy, the calculation gives -336.8303 Ha. The calculation puts the lowest unoccupied orbital energy at 0.69 eV.

---

(6)
Here is the molecule C3H6N4 from the OMol25 dataset. Energies are from ωB97M-V/def2-TZVPD.

Geometry (Å):
N  -2.36999  0.08432  0.21125
N  -1.06631  -0.33012  -0.33996
C  0.00032  0.87631  0.11256
C  1.26491  0.55494  0.20708
C  1.60314  -0.88932  -0.20828
N  0.54815  -1.76245  0.19892
N  -0.65881  -1.53684  0.13750
H  -2.61330  -0.74121  0.79959
H  -2.96536  0.05281  -0.57349
H  -0.64361  1.81769  0.36634
H  1.95802  1.14892  0.76651
H  1.80193  -1.09892  -1.27305
H  2.65712  -1.14941  0.25473

Cartesian forces (eV/Å) of the 3 atoms listed first:
N 1.83 -1.86 0.88
N 1.97 4.35 0.87
C -4.30 -0.48 -0.47

For the energy relative to the best compared isomer or geometry (same formula, charge and spin), the calculation gives 106.2 kcal per mole. Its net charge is 0. For the frontier orbital gap, the calculation gives 10.1 eV. For the total energy, the calculation gives -336.7800 Ha. The SMILES is NN1C=CCN=N1. The calculation puts the lowest unoccupied orbital energy at 1.12 eV.